The following is a DFT calculation (wB97M-V/def2-TZVPD) of one molecule with the formula C3H7NO at a distorted geometry.

Element x y z (Å)
O (0.095875, 1.132213, 0.085205)
C (0.663690, -0.082292, -0.117217)
H (-1.691279, 1.928937, 0.565355)
H (-2.044850, 0.218705, 0.881642)
H (2.435123, -0.979392, -0.541168)
H (-0.552328, -1.088929, 1.230185)
H (0.181900, -2.138033, -0.081088)
H (2.415553, 0.671269, -0.950454)
H (-1.855451, 0.721849, -0.798103)
C (-0.037997, -1.156864, 0.282136)
C (-1.491935, 0.934145, 0.212617)
N (1.881699, -0.161606, -0.769109)

Atoms 1-6, force components in eV/Å:
O -2.08 -1.01 0.52
C -0.46 -0.70 0.05
H -0.47 0.49 -0.20
H 1.67 0.53 -0.30
H -0.27 0.43 0.02
H -0.53 -0.02 -0.44

Results
SMILES: C=C(N)OC
F_max: 2.37 eV/A
frontier orbital gap: 0.319 Ha
ΔE to the lowest compared entry with this formula, charge and spin: 277.7 kJ/mol
electronic energy: -248.42074 a.u.

Results of the Mulliken charge analysis, in e, for atoms 1 through 8:
1 O -0.41
2 C 0.61
3 H 0.25
4 H 0.30
5 H 0.24
6 H 0.27
7 H 0.29
8 H 0.24



The following is a DFT calculation (wB97M-V/def2-TZVPD) of an isolated ion of composition C5H10NO and charge +1 at a distorted geometry.

Element x y z (Å)
H (-1.427265, 0.462426, -1.479653)
H (0.652007, 0.080403, 2.242147)
H (2.095246, 1.601892, -1.328615)
C (-1.203015, -0.916730, 1.745885)
H (-1.138693, -0.975214, -0.413836)
N (-0.807541, -0.323276, -1.266148)
O (-1.790125, -1.528197, 0.925520)
H (0.529248, 1.994326, -2.384394)
C (0.531546, 0.275974, -1.013866)
H (-1.485313, -1.006088, 2.848970)
C (1.051996, 1.330927, -1.673172)
H (-0.799752, -0.954137, -2.195782)
H (1.918443, 0.298438, 0.406081)
C (-0.041858, 0.021760, 1.397176)
C (0.943520, -0.239214, 0.232388)
H (1.361895, -1.226514, 0.469776)
H (-0.390339, 1.103224, 1.487524)

Atoms 1-6, force components in eV/Å:
H -0.55 -0.48 0.21
H -0.33 -0.55 0.38
H -1.50 0.00 -0.57
C 1.94 1.79 2.56
H -0.23 1.03 -1.18
N -0.30 -1.48 -3.12

Results
SMILES: C=C([NH3+])CCC=O
F_max: 4.82 eV/A
total charge: +1
frontier orbital gap: 0.411 Ha
ΔE to the lowest compared entry with this formula, charge and spin: 248.9 kJ/mol
electronic energy: -326.18701 a.u.

Results of the Mulliken charge analysis, in e, for atoms 1 through 8:
1 H 0.39
2 H 0.42
3 H 0.26
4 C 0.22
5 H 0.34
6 N -0.24
7 O -0.52
8 H 0.28



The following is a DFT calculation (wB97M-V/def2-TZVPD) of a 2-piece molecular cluster, C9H22N2Si overall at a distorted geometry.

Element x y z (Å)
H (4.015975, -1.058134, 0.889585)
H (0.942756, 2.116166, -2.007699)
C (-2.856681, -2.261887, 0.584515)
C (-1.734928, -1.185880, 0.604000)
H (-2.563741, 1.841961, 0.757514)
H (-2.516165, 0.646395, -2.118479)
H (1.928225, -2.903213, 0.125199)
H (1.210182, 1.342452, 2.136051)
H (1.549493, 3.785966, 1.797830)
C (2.960925, -0.991838, 1.217785)
H (2.737605, -1.808673, 1.843050)
H (-0.745844, -1.536818, 0.942663)
N (1.958260, -0.981134, 0.166485)
H (-2.420845, -3.236785, 0.450296)
H (-3.497993, 0.219021, -0.714670)
C (-2.248984, 1.882617, -0.319731)
C (1.566875, 3.062642, 0.928025)
C (-2.480430, 0.480306, -0.958380)
H (-1.155352, 2.020494, -0.418867)
H (0.793560, -2.076817, -1.003415)
H (2.485390, 0.846608, -2.316375)
N (-1.524424, -0.547564, -0.643433)
H (-2.817462, 2.596585, -0.827006)
H (0.866143, 0.380970, -2.630824)
H (-2.002612, -0.504480, 1.460074)
H (2.588252, -2.221655, -1.467869)
Si (1.200780, 0.543437, -0.220389)
C (1.439667, 1.789682, 1.142559)
C (1.394008, 1.071359, -2.031421)
H (2.688129, -0.221524, 1.876324)
H (-3.778765, -2.168878, -0.106856)
C (1.877668, -2.163208, -0.657442)
H (1.492680, 3.481545, -0.003580)
H (-3.352351, -2.239725, 1.524492)

Atoms 1-6, force components in eV/Å:
H -0.47 0.44 0.15
H 1.07 -1.16 -0.88
C -0.79 0.12 -0.88
C -0.62 0.64 1.20
H 0.55 0.25 -0.84
H 0.28 -0.34 1.84

Results
F_max: 3.91 eV/A
frontier orbital gap (alpha / beta): 0.255 / 0.229 Ha
ΔE to the lowest compared entry with this formula, charge and spin: 529.3 kJ/mol
electronic energy: -754.94398 a.u.

Results of the Mulliken charge analysis, in e, for atoms 1 through 8:
1 H 0.24
2 H 0.29
3 C -1.14
4 C -0.19
5 H 0.25
6 H 0.27
7 H 0.42
8 H 0.35



The following is a DFT calculation (wB97M-V/def2-TZVPD) of a 2-piece molecular cluster, C3H10BrClN4O overall at a distorted geometry.

Element x y z (Å)
H (-0.652093, -1.023458, 2.906761)
H (1.267713, -1.512230, 2.898671)
Br (3.048655, 0.025950, 1.927668)
H (1.553829, 0.088965, -1.084495)
H (-2.081665, -0.282812, -2.313665)
H (-2.509457, 0.319487, -0.583978)
H (0.695380, 1.588292, -1.624436)
C (0.249567, -1.527664, 2.454864)
N (-0.493918, 0.028516, -0.823342)
N (0.700088, 0.385073, -1.557345)
Cl (0.500739, 3.396450, -1.133440)
H (0.474482, 2.964135, 0.111983)
N (1.584333, -0.261166, 0.823921)
O (-1.530871, -1.623236, 0.352945)
H (0.838952, 0.027938, -2.501973)
N (0.508643, -0.926775, 1.202398)
C (-1.681331, 0.404140, -1.459252)
C (-0.599801, -0.922094, 0.094951)
H (-0.320596, -2.512437, 2.231743)
H (-1.552647, 1.362927, -1.923979)

Atoms 1-6, force components in eV/Å:
H 1.32 0.24 0.18
H -1.34 -0.59 0.83
Br -0.95 -0.40 -0.26
H -0.13 0.23 0.59
H 1.03 0.75 1.55
H 1.67 0.82 -2.42

Results
F_max: 5.78 eV/A
total charge: +2
frontier orbital gap: 0.307 Ha
ΔE to the lowest compared entry with this formula, charge and spin: 79.9 kJ/mol
electronic energy: -3447.93797 a.u.

Results of the Mulliken charge analysis, in e, for atoms 1 through 8:
1 H 0.36
2 H 0.16
3 Br 0.25
4 H 0.33
5 H 0.34
6 H 0.35
7 H 0.27
8 C -0.40



The following is a DFT calculation (wB97M-V/def2-TZVPD) of a 13-piece molecular cluster, C4H36NO12 overall at a distorted geometry.

Element x y z (Å)
O (1.429516, 0.355637, -2.880865)
O (-2.306092, -0.848289, 2.452601)
O (-1.942993, -2.161886, -0.092835)
H (-0.690910, 2.222577, -1.488110)
O (0.926639, 4.067159, 1.508943)
H (-3.547302, 0.534521, 0.091601)
H (0.793299, -0.774701, 0.430428)
H (2.305174, -1.395835, 1.069675)
H (-2.397085, -0.471359, -3.357648)
H (-0.340018, 3.080253, 0.758248)
H (1.896367, 0.931640, -0.338112)
H (1.279210, -3.163727, -0.398095)
C (3.810886, 0.531122, 0.414181)
N (2.323668, 0.704686, 0.557272)
H (-0.254687, -2.852194, -2.575515)
H (-1.753084, -1.374954, 1.855563)
H (1.918732, 0.051426, 3.210152)
C (1.125790, -0.275150, 2.519902)
H (0.277346, -3.886226, 1.374721)
H (-2.379769, -1.385252, 3.244388)
H (0.936605, 4.206544, 2.460082)
O (-3.699306, -0.147208, -0.587620)
H (-1.331889, 1.565117, -2.779833)
H (1.705340, 0.380020, -3.805399)
H (2.096787, 1.506519, 1.172926)
H (-3.561692, 2.015917, 1.988459)
H (-4.644642, -0.337843, -0.585697)
H (-3.029449, 0.217764, -2.145471)
H (-1.564571, 2.078253, 0.664776)
O (0.386696, -2.977374, 1.082428)
H (-2.720344, 0.681815, 1.974150)
O (-0.691612, 2.309009, 0.270867)
C (1.617779, -0.529566, 1.111069)
H (4.155433, -0.535740, 2.265027)
H (3.955893, -0.358852, -0.215217)
H (0.332574, 0.460241, 2.535250)
O (-0.545731, 2.023057, -2.433315)
H (-0.208418, -1.304784, -2.486267)
H (5.577197, 0.269506, 1.636613)
O (1.732993, -3.185595, -1.266728)
O (-0.821539, -2.070433, -2.523826)
H (0.656594, 0.976826, -2.815817)
H (-1.637991, -2.237186, -1.037229)
H (0.713818, -1.236404, 2.893881)
H (-0.477444, -2.686443, 0.679385)
H (-2.646022, -1.437315, -0.213660)
O (-2.969906, 1.496264, 1.439301)
H (2.150217, -2.327791, -1.377260)
H (0.999391, 4.950680, 1.138780)
O (-2.618895, 0.402656, -3.005881)
H (4.188637, 1.397894, -0.154752)
C (4.484963, 0.386737, 1.759897)
H (4.321198, 1.232831, 2.421903)

Atoms 1-6, force components in eV/Å:
O -0.05 -0.32 0.12
O 0.37 -0.26 0.05
O -0.85 1.11 -0.69
H -0.06 -0.12 -0.19
O 0.21 0.01 0.19
H -0.10 0.24 0.15

Results
F_max: 1.56 eV/A
total charge: +1
frontier orbital gap: 0.387 Ha
ΔE to the lowest compared entry with this formula, charge and spin: 152.7 kJ/mol
electronic energy: -1131.48680 a.u.

Results of the Mulliken charge analysis, in e, for atoms 1 through 8:
1 O -0.63
2 O -0.64
3 O -0.81
4 H 0.39
5 O -0.62
6 H 0.39
7 H -0.01
8 H 0.28



The following is a DFT calculation (wB97M-V/def2-TZVPD) of Cl4In as an isolated structure at a distorted geometry.

Element x y z (Å)
Cl (1.758000, 1.129800, 1.246400)
In (-0.069000, 0.058800, -0.017600)
Cl (-1.628000, -1.300200, 1.356400)
Cl (0.820000, -1.709200, -1.397600)
Cl (-0.881000, 1.820800, -1.187600)

Atomic forces in eV per Å
Cl -0.59 -0.46 -0.27
In 0.80 -1.56 1.26
Cl 0.54 0.73 -0.45
Cl -0.08 0.37 0.15
Cl -0.67 0.92 -0.69

Results
F_max: 2.16 eV/A
total charge: -1
frontier orbital gap: 0.364 Ha
ΔE to the lowest compared entry with this formula, charge and spin: 0.0 kJ/mol
electronic energy: -2031.18752 a.u.

Mulliken analysis output, partial charges in e:
1 Cl -0.54
2 In 1.06
3 Cl -0.54
4 Cl -0.52
5 Cl -0.45